1.
Here is a molecular structure, C20H20F3MnN4O3 from the OMol25 dataset. Energies are from ωB97M-V with the def2-TZVPD basis set.

Last column: Löwdin spin population.
Atoms and positions in Å:
Mn  -0.21229  -0.71740  0.22510  3.823
O  -0.77863  -0.61590  1.91214  0.032
C  -1.63357  -1.39088  2.61755  0.006
C  -2.26945  -0.82585  3.71888  0.000
C  -3.11408  -1.59016  4.49876  0.001
C  -3.35160  -2.92670  4.18475  0.001
C  -2.72972  -3.48684  3.09115  0.003
C  -1.85694  -2.73496  2.29602  0.003
C  -1.19842  -3.32188  1.14490  0.015
N  -0.53457  -2.65955  0.18824  -0.001
C  -0.08088  -3.59205  -0.73516  0.005
C  -0.46668  -4.81889  -0.32559  0.002
N  -1.15932  -4.62940  0.85041  0.007
H  -2.07061  0.20916  3.96199  0.000
H  -3.59571  -1.14444  5.35831  0.000
H  -4.02303  -3.51916  4.78920  0.000
H  -2.94279  -4.51888  2.84187  0.000
H  0.46260  -3.30057  -1.61515  0.000
H  -0.32345  -5.79271  -0.75805  0.000
H  -1.55304  -5.36111  1.41995  0.000
F  -3.86919  5.10818  -0.41050  0.000
C  -2.90886  4.80874  -1.28425  0.001
F  -3.43838  4.77104  -2.50560  0.000
F  -1.99065  5.78369  -1.25099  0.001
C  -2.25230  3.48661  -0.92712  0.007
C  -1.94889  2.55727  -1.90878  -0.001
C  -1.32893  1.38372  -1.53032  0.009
N  -1.02403  1.11505  -0.25024  0.007
C  -1.32600  2.01707  0.69837  0.009
C  -1.93400  3.21788  0.39559  -0.001
H  -2.20030  2.73291  -2.94466  0.000
H  -1.07072  0.62841  -2.26094  0.001
H  -1.07681  1.74091  1.71272  0.000
H  -2.16748  3.92146  1.18246  0.000
O  1.99258  -0.05688  0.33926  0.047
C  1.96183  -0.30285  -0.87945  0.013
O  0.90137  -0.73381  -1.44030  0.005
C  3.18526  -0.05832  -1.73503  0.001
N  4.33108  0.32365  -0.82151  0.001
C  4.86405  1.67196  -1.27389  0.000
C  4.42476  1.75177  -2.72516  0.000
C  3.02776  1.13299  -2.69444  0.001
H  3.45233  -0.96726  -2.27135  0.000
H  5.06824  -0.37918  -0.84447  0.000
H  3.94970  0.34685  0.13510  0.001
H  5.93628  1.70447  -1.10353  0.000
H  4.37795  2.42801  -0.66042  0.000
H  5.09379  1.17344  -3.36491  0.000
H  4.42348  2.77785  -3.08502  0.000
H  2.67133  0.80610  -3.66729  0.000
H  2.30693  1.84648  -2.28861  0.000

## Properties
* total charge: +2
* 2S+1: 5
* expectation value of S²: 6.062
* energy: -72629.839 eV
* LUMO level (spin up / spin down): -7.078 / -6.314 eV
* HOMO-LUMO gap (spin up / spin down): 6.73 / 7.59 eV
* E_HOMO (spin up / spin down): -13.810 / -13.907 eV

2.
Here is a molecular structure, C20H20FeO8S from the OMol25 dataset. Energies are from ωB97M-V with the def2-TZVPD basis set.

Last column: Löwdin spin population.
Atoms and positions in Å:
O  0.15852  6.63045  1.10662  0.001
C  0.14665  5.72165  1.84057  0.035
Fe  0.03421  4.58661  3.19273  1.834
C  0.23395  5.91006  4.34360  0.032
O  0.36013  6.85999  5.00300  0.000
C  -1.71594  4.55612  3.34703  0.041
O  -2.84545  4.83579  3.43048  0.005
C  0.36546  0.50484  0.24937  0.061
C  1.24944  1.80224  0.38467  0.058
C  1.28070  2.38859  1.74602  0.285
C  0.72381  1.75908  2.83020  0.149
C  0.21300  0.43660  2.72344  0.244
C  0.14648  -0.18017  1.50750  0.292
H  -0.60436  0.86782  -0.16613  0.014
H  2.26963  1.57616  0.02012  0.014
H  0.82592  2.52137  -0.34050  0.015
H  1.85505  3.32480  1.83526  0.024
H  0.70282  2.19773  3.84058  0.012
H  -0.11601  -0.11915  3.60353  0.011
H  -0.18468  -1.20718  1.46552  0.029
C  -4.48245  -0.29781  1.22368  0.000
C  -3.88318  -1.55510  0.66693  0.001
O  -2.54000  -1.18603  0.24694  0.008
C  -1.81534  -2.26305  -0.10898  0.028
C  -0.35035  -1.95908  -0.25919  0.408
O  0.46722  -2.85125  0.30939  0.071
C  0.54844  -4.21817  -0.23782  0.024
S  0.12974  -1.16048  -1.73083  0.076
C  1.47732  -1.60891  -2.79839  0.021
C  2.79939  -1.42126  -2.38220  0.013
C  3.81130  -1.34192  -3.33932  0.000
C  3.52367  -1.54510  -4.69216  0.013
C  2.21957  -1.85808  -5.09274  0.000
C  1.18915  -1.87337  -4.15131  0.013
O  -0.91854  -0.45466  -2.45544  0.034
O  1.11307  -0.16909  -0.84949  0.083
O  -2.29198  -3.38080  -0.22970  0.046
H  -5.50714  -0.47118  1.55168  0.000
H  -3.90621  0.06769  2.07837  0.000
H  -4.50030  0.48697  0.46480  0.000
H  -3.81995  -2.35098  1.41854  0.000
H  -4.42512  -1.90477  -0.21648  0.000
H  1.27286  -4.21819  -1.05079  0.000
H  0.89178  -4.83536  0.58920  0.001
H  -0.44206  -4.52097  -0.57558  0.000
H  3.04345  -1.34332  -1.32398  0.001
H  4.82446  -1.11727  -3.00654  0.000
H  4.31826  -1.46178  -5.43805  0.001
H  1.99398  -2.07575  -6.13805  0.000
H  0.15963  -2.08432  -4.43608  0.000

## Properties
* 2S+1: 5
* expectation value of S²: 6.080
* energy: -82655.853 eV
* LUMO level (spin up / spin down): -1.041 / -2.842 eV
* HOMO-LUMO gap (spin up / spin down): 3.35 / 4.13 eV
* E_HOMO (spin up / spin down): -4.393 / -6.967 eV

3.
Here is a molecular structure, C20H20I2N4O5W from the OMol25 dataset. Energies are from ωB97M-V with the def2-TZVPD basis set.

Last column: natural (NBO) charge in e.
Atoms and positions in Å:
W  -0.08060  -0.38572  -0.17972  2.317
O  1.74892  -0.03656  -0.61690  -0.679
C  2.53303  -0.95343  -1.26654  0.310
C  3.82876  -1.15704  -0.82168  -0.248
C  4.61601  -2.09829  -1.46343  -0.107
C  4.14408  -2.80840  -2.56914  -0.204
C  2.87870  -2.56116  -3.04751  -0.124
C  2.04049  -1.64688  -2.38897  -0.154
C  0.82126  -1.20047  -2.98762  0.249
N  -0.09146  -0.54021  -2.35533  -0.511
C  -0.95590  0.36789  -3.12069  -0.229
C  -0.63142  1.71652  -2.50016  -0.230
N  -0.92226  1.50288  -1.06912  -0.526
C  -1.83811  2.25945  -0.54900  0.242
C  -2.58827  1.99440  0.63809  -0.261
C  -3.47439  2.95168  1.16192  -0.109
C  -4.35754  2.59470  2.15382  -0.203
C  -4.40012  1.27357  2.60981  -0.103
C  -3.55099  0.30577  2.10183  -0.265
C  -2.63814  0.68107  1.12924  0.404
O  -1.80665  -0.22344  0.58043  -0.634
H  4.20114  -0.59621  0.02456  0.243
H  5.62039  -2.27737  -1.10313  0.250
H  4.78046  -3.53094  -3.05957  0.254
H  2.51374  -3.07242  -3.92954  0.241
H  0.71242  -1.32318  -4.06412  0.224
H  -2.00696  0.11658  -2.97304  0.228
H  -0.71758  0.32990  -4.18266  0.239
H  -1.24444  2.51973  -2.90617  0.233
H  0.42414  1.95318  -2.64158  0.226
H  -2.13448  3.14316  -1.11331  0.222
H  -3.45964  3.96228  0.77273  0.242
H  -5.03700  3.32791  2.56487  0.254
H  -5.11627  0.99804  3.37284  0.251
H  -3.58936  -0.72140  2.43718  0.255
N  0.52171  1.21699  1.22024  -0.795
C  1.52279  0.78883  2.22368  -0.328
C  1.26374  -0.66371  2.53721  0.663
O  1.65748  -1.22086  3.52412  -0.513
N  0.57085  -1.29647  1.51414  -0.648
C  0.40791  -2.72685  1.69249  -0.359
C  -0.03563  -3.28562  0.37469  0.794
O  -0.20686  -4.39175  0.02418  -0.426
O  -0.25178  -2.21188  -0.52712  -0.657
H  0.90877  1.97630  0.66233  0.433
H  -0.28980  1.62558  1.69824  0.438
H  1.46781  1.39575  3.12352  0.264
H  2.51679  0.88033  1.78859  0.252
H  -0.32959  -2.97140  2.46187  0.264
H  1.34108  -3.20670  1.99407  0.278
I  -1.08298  2.64554  4.32518  0.027
I  -0.20424  4.58031  2.72418  0.016

## Properties
* total charge: +2
* 2S+1: 1
* energy: -55278.339 eV
* LUMO level: -7.888 eV
* HOMO-LUMO gap: 6.83 eV
* E_HOMO: -14.719 eV

4.
Here is a molecular structure, C20H20I2N4O5W from the OMol25 dataset. Energies are from ωB97M-V with the def2-TZVPD basis set.

Last column: natural (NBO) charge in e.
Atoms and positions in Å:
W  -0.40195  0.17764  0.27252  2.312
O  -1.82850  -0.16969  -0.98695  -0.686
C  -2.91702  0.59150  -1.21062  0.428
C  -4.14896  -0.01747  -1.41464  -0.269
C  -5.26322  0.77726  -1.59446  -0.098
C  -5.16796  2.17552  -1.62315  -0.195
C  -3.94502  2.77913  -1.47944  -0.109
C  -2.79704  1.99828  -1.24365  -0.226
C  -1.49989  2.57331  -1.29553  0.268
N  -0.41096  1.96469  -0.92379  -0.539
C  0.87031  2.44739  -1.47357  -0.229
C  1.55750  1.16937  -1.91784  -0.228
N  1.55149  0.34289  -0.69478  -0.550
C  2.70937  0.01259  -0.19650  0.242
C  2.95968  -0.42210  1.13237  -0.257
C  4.23540  -0.88382  1.51108  -0.105
C  4.51390  -1.11329  2.83558  -0.208
C  3.54490  -0.83805  3.80910  -0.093
C  2.29493  -0.35592  3.46931  -0.271
C  1.99737  -0.17499  2.12751  0.431
O  0.79442  0.28414  1.75478  -0.647
H  -4.22316  -1.09652  -1.39654  0.247
H  -6.23015  0.30833  -1.72014  0.251
H  -6.05645  2.77123  -1.77588  0.254
H  -3.85185  3.85651  -1.53255  0.241
H  -1.39999  3.54987  -1.76611  0.225
H  1.45517  2.95003  -0.70122  0.229
H  0.70085  3.13155  -2.30323  0.238
H  2.57429  1.33942  -2.26893  0.237
H  0.97864  0.68489  -2.70660  0.220
H  3.57835  0.14535  -0.83986  0.223
H  4.98606  -1.05283  0.74897  0.239
H  5.48459  -1.48243  3.13444  0.254
H  3.78304  -0.99737  4.85264  0.251
H  1.55092  -0.12711  4.21975  0.251
N  0.02011  -1.85854  -0.49199  -0.788
C  -1.11942  -2.79246  -0.29281  -0.333
C  -1.93169  -2.30965  0.89044  0.672
O  -2.92406  -2.86626  1.26896  -0.523
N  -1.34508  -1.19384  1.47474  -0.666
C  -2.02093  -0.64173  2.63388  -0.361
C  -2.44000  0.76700  2.28022  0.795
O  -3.30207  1.44133  2.69946  -0.427
O  -1.57609  1.25170  1.25511  -0.663
H  0.26286  -1.82620  -1.48027  0.427
H  0.83841  -2.22116  0.01204  0.437
H  -0.75569  -3.79878  -0.09153  0.264
H  -1.73568  -2.80905  -1.18740  0.257
H  -1.34932  -0.58240  3.49391  0.249
H  -2.89238  -1.23430  2.90717  0.290
I  1.51053  -4.00633  2.11638  -0.039
I  3.81678  -4.78161  1.05762  0.079

## Properties
* total charge: +2
* 2S+1: 1
* energy: -55278.045 eV
* LUMO level: -8.156 eV
* HOMO-LUMO gap: 6.22 eV
* E_HOMO: -14.374 eV

5.
Here is a molecular structure, C20H20IrN3SeTe from the OMol25 dataset. Energies are from ωB97M-V with the def2-TZVPD basis set.

Last column: Löwdin spin population.
Atoms and positions in Å:
Ir  1.05935  0.46432  0.24008  0.099
C  5.26658  0.14065  -3.45124  0.000
C  5.93504  0.23150  -2.23362  0.000
C  5.22810  0.25397  -1.04759  -0.001
C  3.83722  0.19535  -1.08801  -0.003
C  3.16473  0.08697  -2.29479  0.001
C  3.88498  0.06284  -3.48013  0.000
N  3.07100  0.19338  0.14538  -0.033
N  3.76978  0.10751  1.18449  -0.071
C  2.99789  -0.02083  2.33232  -0.003
C  3.61942  -0.22644  3.55061  -0.011
C  2.82507  -0.41501  4.66508  -0.005
C  1.44534  -0.38490  4.51164  -0.009
C  0.90079  -0.16665  3.26109  -0.006
N  1.66702  0.01916  2.17431  0.000
H  5.82881  0.12719  -4.37569  0.000
H  7.01493  0.28478  -2.20959  0.000
H  5.73994  0.32741  -0.10057  0.000
H  2.09067  -0.00100  -2.30644  -0.001
H  3.36049  -0.02018  -4.42229  0.000
H  4.69920  -0.24365  3.58883  0.000
H  3.27019  -0.58811  5.63529  0.000
H  0.78479  -0.53013  5.35500  0.000
H  -0.16403  -0.12338  3.10374  0.002
C  -6.72472  0.55923  -0.87345  0.001
C  -5.26053  0.25933  -0.69787  0.003
C  -4.65758  0.33040  0.55211  0.000
C  -3.32335  -0.00617  0.74460  0.012
C  -2.71238  0.14279  2.11158  0.017
C  -2.58865  -0.42901  -0.36732  0.037
Te  -0.71447  -1.34058  -0.11040  0.531
C  -3.14116  -0.44648  -1.65220  0.009
C  -2.35673  -0.82089  -2.88649  0.029
C  -4.47978  -0.09938  -1.78788  0.000
H  -7.18274  0.87037  0.06362  0.000
H  -7.25419  -0.32483  -1.23150  0.000
H  -6.87838  1.34940  -1.60950  0.000
H  -5.24192  0.65876  1.40484  0.000
H  -3.45443  0.48516  2.83070  0.001
H  -1.90660  0.88134  2.07923  0.000
H  -2.30382  -0.80058  2.48586  0.011
H  -1.27751  -0.72624  -2.74723  0.022
H  -2.62873  -0.16910  -3.71625  0.002
H  -2.56609  -1.84768  -3.19444  0.000
H  -4.92299  -0.11424  -2.77866  0.000
Se  0.27941  1.81363  -1.35721  0.364

## Properties
* total charge: +1
* 2S+1: 2
* expectation value of S²: 0.995
* energy: -101006.061 eV
* LUMO level (spin up / spin down): -5.225 / -5.434 eV
* HOMO-LUMO gap (spin up / spin down): 5.92 / 5.23 eV
* E_HOMO (spin up / spin down): -11.141 / -10.662 eV

6.
Here is C20H20N2O3 in the gas phase from the OMol25 dataset. Energies are from ωB97M-V with the def2-TZVPD basis set.

Last column: natural (NBO) charge in e.
Atoms and positions in Å:
O  1.49658  2.87157  0.12901  -0.591
C  1.11117  1.75829  -0.21934  0.664
C  -0.32742  1.59028  -0.56998  -0.068
C  -0.97663  0.54309  0.09591  -0.243
C  -2.33541  0.30085  -0.08084  0.243
C  -2.97776  -0.83698  0.60888  0.217
C  -4.32681  -1.08858  0.62526  -0.264
C  -4.49461  -2.30938  1.34647  -0.302
C  -3.26499  -2.73565  1.67875  0.080
O  -2.31937  -1.83592  1.23371  -0.408
N  -3.03275  1.03523  -0.93360  -0.417
C  -2.47052  2.05815  -1.60695  0.132
C  -3.29075  2.78678  -2.51483  -0.190
C  -2.76491  3.91977  -3.15648  -0.204
C  -1.44258  4.28724  -2.94550  -0.217
C  -0.60199  3.48866  -2.15112  -0.174
C  -1.11657  2.38094  -1.45172  -0.025
N  1.96370  0.62112  -0.04415  -0.459
C  1.77405  -0.60613  -0.78666  -0.216
C  1.95502  -1.85572  0.11330  -0.416
C  3.29562  -1.87122  0.87941  -0.246
C  3.47018  -3.11173  1.74650  -0.054
O  2.44079  -3.25624  2.76496  -0.733
C  3.34503  -0.56017  1.69747  -0.402
C  3.19541  0.70648  0.78024  -0.211
H  -0.42453  -0.09875  0.79075  0.228
H  -5.14099  -0.48697  0.17936  0.247
H  -5.39940  -2.75221  1.69792  0.228
H  -3.10937  -3.58575  2.32229  0.211
H  -4.30570  2.45489  -2.67887  0.228
H  -3.40869  4.49801  -3.83190  0.219
H  -0.98240  5.16751  -3.40606  0.220
H  0.41899  3.74886  -2.06922  0.226
H  2.47509  -0.58996  -1.61095  0.186
H  0.76194  -0.70643  -1.22455  0.227
H  1.89465  -2.79532  -0.41909  0.212
H  1.09987  -1.89544  0.80653  0.201
H  4.17302  -1.85702  0.20245  0.202
H  3.44840  -4.00828  1.12686  0.165
H  4.45486  -3.09578  2.25518  0.186
H  1.60142  -3.51992  2.36610  0.467
H  4.31853  -0.53362  2.23028  0.211
H  2.54198  -0.55582  2.43332  0.216
H  4.07534  0.76843  0.12750  0.183
H  3.20250  1.56286  1.46338  0.240

## Properties
* 2S+1: 1
* energy: -30186.558 eV
* LUMO level: -0.402 eV
* SMILES: O=C(c1cc(-c2ccco2)nc2ccccc12)N1CCC(CO)CC1
* HOMO-LUMO gap: 7.85 eV
* E_HOMO: -8.251 eV

Energy relative to the best compared isomer or geometry (same formula, charge and spin) for the records above, in order: 0.0, 31.0, 4.8, 33.2, 0.0, 286.5 kJ/mol